Computed, not measured: 2 unconnected molecules or ions with the total composition C32H36N5O3 in a non-equilibrium geometry, with ωB97M-V/def2-TZVPD.

XYZ file:
```
76
Properties=species:S:1:pos:R:3:forces:R:3:mulliken_charge:R:1
C -2.927931 6.000014 -0.019288 0.51 0.07 -0.05 -1.0002
N -2.719324 4.569827 0.084696 -0.27 -1.50 0.13 0.2767
C -3.797605 3.734522 0.266588 0.55 0.72 -0.11 0.3463
O -4.960774 4.066521 0.343021 0.78 -0.31 0.05 -0.6579
C -3.260721 2.318431 0.324733 -0.03 -0.99 0.46 0.0170
C -3.901634 1.449123 -0.758649 0.23 -0.13 -0.44 -0.7736
C -5.395903 1.351126 -0.641116 -0.25 0.06 0.01 0.4503
C -6.224906 1.861402 -1.629184 0.28 0.00 0.03 -0.2403
C -7.597411 1.777829 -1.512939 -0.09 0.07 -0.17 -0.7320
C -8.160914 1.187866 -0.401270 -0.28 -0.04 0.00 -0.3843
C -7.349340 0.683257 0.592954 0.02 -0.11 0.26 -0.8054
C -5.977191 0.765121 0.471742 0.18 0.03 -0.06 -0.2084
N -1.774151 2.417905 0.182995 0.37 -1.07 0.11 0.5226
C -0.941333 1.345476 0.220117 -2.37 2.45 -0.08 0.2550
C 0.428393 1.444373 0.086151 1.77 -0.30 -0.13 1.0984
C 1.329147 0.403659 0.088878 -1.38 0.92 0.05 -1.1343
C 2.733495 0.597997 -0.061262 1.30 0.14 -0.13 0.8758
C 3.284417 1.884116 -0.180554 -0.28 0.22 0.03 -0.4712
C 4.636345 2.076564 -0.330800 -0.48 -0.71 0.09 -0.5542
N 5.139555 3.437367 -0.451463 1.20 2.54 -0.24 0.9926
O 6.364710 3.615664 -0.568859 -2.24 -0.78 0.24 -0.5838
O 4.317115 4.372617 -0.432037 1.08 -1.75 0.01 -0.5797
C 5.487854 0.984403 -0.365074 0.43 0.32 -0.06 -0.6594
C 4.974349 -0.292503 -0.247422 0.11 -0.02 -0.03 -0.4252
C 3.620999 -0.493031 -0.098559 -0.60 0.21 0.03 -0.2363
C -1.396180 3.873921 0.025913 -0.21 0.87 -0.05 0.1795
C -0.753395 4.121325 -1.335665 -0.05 -0.18 -0.16 -1.5452
C -0.528387 4.354516 1.188602 -0.04 -0.19 0.17 -1.5262
H -3.994601 6.205655 0.049468 0.06 -0.22 0.01 0.3781
H -2.419113 6.517320 0.790617 0.04 0.14 0.04 0.3198
H -2.561041 6.366009 -0.974949 0.03 0.13 -0.07 0.3283
H -3.474637 1.904781 1.319023 -0.04 0.07 -0.17 0.3286
H -3.634792 1.864018 -1.735339 -0.03 0.05 0.02 0.4224
H -3.470059 0.444426 -0.736593 0.07 0.00 0.13 0.4035
H -5.785565 2.347005 -2.483039 0.08 0.10 -0.27 0.3460
H -8.231543 2.178900 -2.287158 -0.05 0.06 -0.12 0.3848
H -9.233258 1.120690 -0.308550 -0.12 0.01 0.01 0.3974
H -7.786873 0.230590 1.468274 -0.04 -0.07 0.11 0.3911
H -5.340931 0.390508 1.254646 0.10 -0.22 0.29 0.3631
H -1.389608 0.379385 0.356547 -0.45 -0.24 0.06 0.5397
H 0.824045 2.429053 -0.041980 0.09 0.14 -0.02 -1.2078
H 0.960894 -0.599283 0.203101 -0.04 -0.46 0.04 0.5892
H 2.668640 2.763520 -0.153540 -0.05 0.20 0.00 0.6429
H 6.543542 1.154712 -0.485374 0.21 0.00 -0.02 0.5114
H 5.639250 -1.137349 -0.274423 0.10 -0.13 -0.01 0.3718
H 3.227720 -1.491286 -0.020737 -0.06 -0.35 0.04 0.5322
H -1.447173 3.843991 -2.127188 -0.06 0.00 -0.04 0.3516
H -0.489630 5.169962 -1.460991 -0.06 0.03 0.12 0.4697
H 0.153123 3.539280 -1.475295 0.06 0.05 -0.01 0.3961
H -1.069704 4.244621 2.126909 -0.05 -0.01 0.03 0.3788
H 0.398358 3.793977 1.274643 0.05 0.05 -0.01 0.3696
H -0.262681 5.404033 1.070658 -0.09 -0.01 -0.13 0.4637
C 5.616270 -3.933064 2.653104 0.18 0.08 0.27 -0.4927
C 4.558666 -4.642317 3.188141 0.08 0.02 0.24 -0.8228
C 3.514429 -5.043443 2.382287 -0.14 0.03 -0.49 -0.4553
C 3.514313 -4.742907 1.021514 0.37 0.09 0.74 0.7489
C 2.460898 -5.187105 0.103348 -1.37 -0.42 -1.25 0.0431
N 2.420164 -4.629627 -1.066568 1.03 0.11 2.11 -0.3773
C 1.546327 -5.168579 -2.019705 -1.01 -0.37 -1.33 -0.6928
C 0.223667 -5.695689 -1.456822 -0.21 0.11 -0.10 -0.5229
C 0.494789 -6.685107 -0.332106 0.07 -0.20 -0.29 -0.6672
N 1.591574 -6.205958 0.498149 0.49 0.51 0.60 -0.1554
C 4.584611 -4.018542 0.503253 -0.07 -0.01 -0.21 -0.2825
C 5.626974 -3.618356 1.308938 -0.02 0.07 0.04 -0.5589
H 6.433555 -3.624764 3.284850 0.12 0.02 0.11 0.4075
H 4.551036 -4.883188 4.238800 -0.01 -0.04 0.14 0.4127
H 2.689571 -5.583995 2.808295 -0.17 -0.15 0.23 0.2973
H 1.359499 -4.397294 -2.780453 -0.11 -0.23 0.08 0.3259
H 2.080063 -5.971847 -2.544097 -0.15 -0.11 -0.07 0.2961
H -0.359577 -4.852550 -1.069472 0.11 -0.02 0.04 0.2441
H -0.389577 -6.151803 -2.246961 0.24 0.01 0.24 0.3599
H -0.401947 -6.845932 0.278975 0.19 0.14 -0.03 0.3622
H 0.772863 -7.664696 -0.736771 -0.09 0.08 -0.11 0.3286
H 1.596611 -6.570247 1.449838 0.36 0.39 -0.65 0.1563
H 4.588292 -3.790470 -0.548748 -0.05 -0.05 -0.20 0.5802
H 6.453317 -3.066424 0.891218 0.17 0.03 -0.07 0.4965
```
Positions in Å, forces in eV/Å.

Properties
HOMO-LUMO gap	5.3252	eV
E	-47352.32333	eV
energy relative to the best compared isomer or geometry (same formula, charge and spin)	0.0	kJ/mol
net charge	+1